[1]
A structure of composition C17H20N4O2Pt, computed with ωB97M-V/def2-TZVPD.

Results
- expectation value of S² = 2.02
- E_HOMO (alpha / beta) (eV) = -4.78 / -7.95
- DFT total energy (Ha) = -1148.093635
- 2S+1 = 3
- net charge = 0

Each line ends with the Löwdin charge.
Element x y z (Å)
Pt 0.664 0.492 0.101  1.355
C 4.754 1.537 0.387  -0.016
C 3.646 0.623 0.412  -0.323
O 2.379 1.444 0.254  -0.338
C 3.759 -0.681 0.504  -0.009
C 2.768 -1.777 0.334  -0.390
C 3.167 -3.218 0.477  -0.059
N 1.545 -1.382 0.450  -0.134
N 0.479 -2.418 0.245  0.083
C -0.665 -1.851 0.032  -0.416
O -0.978 -0.562 -0.233  -0.300
C -1.993 -2.646 0.240  -0.131
C -3.277 -2.349 0.026  -0.123
C -4.318 -3.147 -0.015  -0.144
C -4.138 -4.523 -0.122  -0.034
C -2.851 -5.067 0.511  0.014
C -1.749 -4.082 0.350  0.008
H 4.422 2.123 -0.369  0.066
H 5.447 0.763 0.296  0.088
H 4.715 2.090 1.149  0.021
H 4.693 -0.945 0.561  0.055
H 4.247 -3.171 0.225  0.086
H 2.594 -3.691 -0.238  0.016
H 2.589 -3.670 1.457  0.138
H -3.312 -1.353 -0.329  0.097
H -5.253 -2.695 -0.026  0.087
H -5.198 -4.956 -0.219  0.115
H -2.823 -6.056 0.524  0.016
H -0.603 -4.190 0.188  0.113
C 0.112 5.769 -0.709  -0.015
C -0.428 4.438 -0.411  -0.223
C -1.768 3.984 -0.575  0.059
C -1.507 2.590 -0.477  -0.339
N -0.248 2.184 -0.222  -0.145
N 0.508 3.405 -0.229  0.059
C -2.631 1.778 -0.161  -0.032
H 1.013 5.937 -0.127  0.102
H -0.495 6.611 -0.450  0.098
H 0.558 6.243 -1.331  -0.027
H -2.545 4.385 -1.160  0.114
H 1.621 3.337 -0.239  0.200
H -3.154 1.499 -1.053  0.105
H -3.313 2.461 0.042  0.048
H -2.434 0.735 -0.068  0.054

=====

[2]
An isolated molecule of C17H20N6S2, computed with ωB97M-V/def2-TZVPD.

Results
- E_HOMO (eV) = -7.46
- DFT total energy (Ha) = -1784.654654
- net charge = 0

Each line ends with the Löwdin charge.
Element x y z (Å)
C 0.629 -3.813 4.697  -0.092
C -0.598 -2.916 4.795  -0.233
N -1.608 -3.246 3.748  -0.184
C -2.988 -2.788 3.976  -0.259
C -3.677 -3.586 5.079  -0.094
C -1.165 -3.333 2.326  -0.274
C -0.844 -1.970 1.762  -0.461
S -0.187 -2.140 0.044  0.944
C 0.004 -0.458 -0.488  -0.606
N -0.172 0.595 0.250  0.036
N 0.117 1.700 -0.528  0.066
C 0.450 1.265 -1.706  -0.256
C 0.931 1.933 -2.928  -0.153
C 1.264 1.170 -4.024  -0.429
C 1.192 -0.297 -3.895  -0.117
N 0.722 -0.891 -2.839  0.109
N 0.367 -0.091 -1.775  -0.032
S 1.902 1.942 -5.479  1.022
C 1.955 3.644 -5.040  -0.454
C 2.430 4.545 -5.998  -0.113
C 2.490 5.924 -5.795  -0.093
C 2.057 6.431 -4.569  -0.077
C 1.571 5.529 -3.586  -0.008
C 1.512 4.145 -3.801  -0.242
N 0.970 3.315 -2.844  0.108
H 1.239 -3.663 5.583  0.068
H 0.374 -4.888 4.591  0.092
H 1.217 -3.507 3.829  0.063
H -1.050 -3.069 5.771  0.100
H -0.364 -1.860 4.709  0.105
H -3.591 -2.953 3.086  0.111
H -3.007 -1.735 4.210  0.105
H -4.724 -3.349 5.072  0.060
H -3.240 -3.372 6.046  0.056
H -3.591 -4.675 4.868  0.089
H -0.267 -3.989 2.228  0.107
H -1.940 -3.793 1.687  0.116
H -0.039 -1.536 2.344  0.067
H -1.699 -1.294 1.807  0.085
H 1.500 -0.884 -4.778  0.121
H 2.704 4.166 -6.966  0.096
H 2.903 6.658 -6.515  0.113
H 2.107 7.480 -4.374  0.093
H 1.237 5.988 -2.678  0.103
H 0.909 3.667 -1.899  0.143

=====

[3]
A cluster of 2 separate species, C17H21BClFINO7S in total, computed with ωB97M-V/def2-TZVPD.

Results
- E_HOMO (eV) = -8.18
- DFT total energy (Ha) = -2522.277680
- net charge = 0

Each line ends with the Löwdin charge.
Element x y z (Å)
C 1.665 0.673 2.978  0.024
C 1.122 -0.378 2.383  -0.121
C 1.223 -0.702 0.943  -0.070
C 0.178 -0.597 -0.029  0.005
C -1.169 -0.131 0.240  -0.129
C -1.664 0.296 1.594  -0.171
S -1.191 1.977 2.072  0.702
O -2.370 2.773 2.260  -0.333
O -0.159 2.423 1.180  -0.311
C -2.084 -0.085 -0.787  -0.018
B -3.595 0.406 -0.688  -0.428
O -4.538 -0.493 -1.158  0.145
C -4.067 1.791 -0.148  -0.140
C -5.196 1.587 0.888  -0.093
C -1.721 -0.480 -2.093  0.044
C -0.477 -0.930 -2.393  -0.016
C 0.489 -1.003 -1.369  -0.153
C 1.787 -1.500 -1.674  -0.623
I 2.250 -2.135 -3.568  1.172
C 2.714 -1.566 -0.697  -0.107
N 2.424 -1.186 0.582  0.005
C 3.538 -1.358 1.527  -0.054
C 4.431 -0.103 1.654  -0.341
C 4.816 0.232 3.084  -0.027
F 3.848 0.975 1.007  0.001
H 2.033 1.529 2.436  0.088
H 1.759 0.703 4.055  0.089
H 0.537 -1.073 2.974  0.127
H -1.325 -0.393 2.359  0.094
H -2.747 0.294 1.669  0.096
H -0.684 1.773 3.307  0.067
H -4.926 -0.195 -1.988  0.123
H -3.276 2.423 0.236  0.069
H -4.505 2.318 -1.000  0.118
H -5.242 2.401 1.603  0.074
H -6.154 1.557 0.377  0.075
H -5.128 0.636 1.414  0.069
H -2.446 -0.423 -2.892  0.136
H -0.238 -1.236 -3.402  0.024
H 3.697 -1.957 -0.888  0.117
H 4.164 -2.134 1.101  0.127
H 3.191 -1.737 2.479  0.127
H 5.356 -0.308 1.118  0.141
H 4.949 1.304 3.183  0.095
H 5.775 -0.233 3.300  0.088
H 4.111 -0.157 3.811  0.068
O -1.272 -0.852 -7.581  -0.357
Cl -0.234 -1.111 -6.624  0.612
O 0.373 0.129 -6.186  -0.399
O 0.782 -1.966 -7.197  -0.389
O -0.798 -1.777 -5.453  -0.442

=====

[4]
A structure of composition C17H21BN6Sn, computed with ωB97M-V/def2-TZVPD.

Results
- energy above the lowest of the compared OMol25 structures with the same formula, charge and spin (kcal/mol) = 26.9
- E_HOMO (eV) = -7.71
- DFT total energy (Ha) = -1228.061661
- net charge = 0

Each line ends with the Löwdin charge.
Element x y z (Å)
H 1.058 3.412 0.299  0.103
N 0.343 1.742 -0.871  -0.140
B -0.289 0.228 -3.023  -0.370
N 0.024 1.585 -2.223  0.009
C 0.330 2.753 -2.844  -0.063
Sn 0.773 0.391 0.874  1.247
H 0.215 2.839 -3.918  0.125
C 0.789 3.664 -1.899  -0.066
H 1.112 4.673 -2.089  0.095
C 0.774 3.018 -0.671  -0.149
H 0.177 0.392 -4.140  0.100
C -2.753 -2.947 2.155  -0.044
H -2.031 -3.452 2.802  0.015
H -2.257 -2.138 1.614  0.006
H -3.152 -3.671 1.437  0.019
N -1.881 -0.223 -3.331  -0.047
N 0.663 -0.838 -2.329  0.003
N -2.558 -0.609 -2.193  0.006
N 1.028 -0.887 -0.990  -0.135
C -2.786 -0.307 -4.386  -0.114
C 1.455 -1.708 -2.986  -0.067
H -2.537 -0.125 -5.422  0.098
H 1.380 -1.768 -4.057  0.124
C -4.040 -0.677 -3.883  -0.102
C 2.247 -2.381 -2.078  -0.067
C -3.841 -0.824 -2.486  -0.186
C 1.979 -1.846 -0.828  -0.147
H -4.994 -0.831 -4.393  0.085
H 2.942 -3.162 -2.285  0.091
H -4.583 -1.060 -1.716  0.097
H 2.411 -2.086 0.134  0.103
H -3.549 -2.571 2.742  -0.005
C 2.743 0.969 1.795  -0.294
C 2.180 0.877 3.174  -0.444
C 2.136 -0.402 3.770  -0.101
C 1.297 -0.638 4.856  -0.080
C 0.483 0.404 5.350  -0.087
C 0.389 1.623 4.644  -0.083
C 1.243 1.862 3.565  -0.131
H 3.002 1.989 1.517  0.042
H 3.476 0.194 1.582  0.040
H 2.698 -1.220 3.316  0.107
H 1.277 -1.625 5.328  0.105
H -0.167 0.225 6.195  0.093
H -0.342 2.386 4.935  0.107
H 1.136 2.767 2.955  0.101

=====

[5]
A structure of composition C17H21Cl2NO6Sn, computed with ωB97M-V/def2-TZVPD.

Results
- E_HOMO (alpha / beta) (eV) = 0.42 / 0.42
- DFT total energy (Ha) = -2301.209597
- net charge = -2

Each line ends with the Löwdin charge.
Element x y z (Å)
C -0.852 0.612 -3.642  -0.278
C -1.690 -0.511 -3.409  -0.307
C -0.861 -1.624 -3.105  -0.289
C -3.160 -0.519 -3.471  -0.099
C 0.497 -1.198 -3.178  -0.289
C 0.498 0.180 -3.523  -0.274
C 1.690 1.025 -3.638  -0.111
C -1.324 1.988 -3.883  -0.098
C -1.342 -2.946 -2.673  -0.100
C 1.667 -2.075 -3.096  -0.105
Sn 0.714 1.129 -0.014  0.779
Cl -1.367 -0.076 -0.016  0.075
Cl -0.258 3.284 -0.262  -0.003
O 1.719 -0.443 -0.702  -0.348
H -3.560 0.447 -3.139  0.055
H -3.562 -1.287 -2.797  0.055
H -3.525 -0.718 -4.494  0.061
H -2.086 -2.878 -1.864  0.055
H -0.518 -3.564 -2.306  0.052
H -1.807 -3.444 -3.530  0.059
H 1.484 -2.878 -2.380  0.054
H 2.541 -1.528 -2.755  0.048
H 1.888 -2.520 -4.073  0.063
H 2.530 0.603 -3.069  0.060
H 1.527 2.027 -3.218  0.030
H 1.973 1.136 -4.694  0.064
H -2.097 2.232 -3.132  0.058
H -1.759 2.129 -4.892  0.061
H -0.506 2.705 -3.727  0.060
H 1.590 -1.106 0.014  -0.007
O 2.686 2.958 -1.562  -0.544
H 3.083 3.690 -0.962  -0.100
O 1.217 -1.303 2.214  0.048
C 0.769 -0.236 2.655  -0.548
O 0.723 0.941 2.038  -0.247
C 0.308 -0.074 4.068  -0.083
C -0.188 1.158 4.548  0.013
C -0.253 1.426 5.907  0.025
C 0.095 0.387 6.817  -0.168
C 0.422 -0.914 6.358  0.011
C 0.498 -1.126 4.996  0.002
N 0.094 0.689 8.195  -0.325
O -0.201 1.871 8.535  0.021
O 0.375 -0.192 9.044  0.031
H -0.488 1.921 3.839  0.126
H -0.549 2.420 6.255  0.120
H 0.626 -1.686 7.101  0.115
H 0.740 -2.114 4.622  0.120

=====

What did the fifth record say?
A structure of composition C17H21Cl2NO6Sn, computed with ωB97M-V/def2-TZVPD.

Results
- E_HOMO (alpha / beta) (eV) = 0.42 / 0.42
- DFT total energy (Ha) = -2301.209597
- net charge = -2

Each line ends with the Löwdin charge.
Element x y z (Å)
C -0.852 0.612 -3.642  -0.278
C -1.690 -0.511 -3.409  -0.307
C -0.861 -1.624 -3.105  -0.289
C -3.160 -0.519 -3.471  -0.099
C 0.497 -1.198 -3.178  -0.289
C 0.498 0.180 -3.523  -0.274
C 1.690 1.025 -3.638  -0.111
C -1.324 1.988 -3.883  -0.098
C -1.342 -2.946 -2.673  -0.100
C 1.667 -2.075 -3.096  -0.105
Sn 0.714 1.129 -0.014  0.779
Cl -1.367 -0.076 -0.016  0.075
Cl -0.258 3.284 -0.262  -0.003
O 1.719 -0.443 -0.702  -0.348
H -3.560 0.447 -3.139  0.055
H -3.562 -1.287 -2.797  0.055
H -3.525 -0.718 -4.494  0.061
H -2.086 -2.878 -1.864  0.055
H -0.518 -3.564 -2.306  0.052
H -1.807 -3.444 -3.530  0.059
H 1.484 -2.878 -2.380  0.054
H 2.541 -1.528 -2.755  0.048
H 1.888 -2.520 -4.073  0.063
H 2.530 0.603 -3.069  0.060
H 1.527 2.027 -3.218  0.030
H 1.973 1.136 -4.694  0.064
H -2.097 2.232 -3.132  0.058
H -1.759 2.129 -4.892  0.061
H -0.506 2.705 -3.727  0.060
H 1.590 -1.106 0.014  -0.007
O 2.686 2.958 -1.562  -0.544
H 3.083 3.690 -0.962  -0.100
O 1.217 -1.303 2.214  0.048
C 0.769 -0.236 2.655  -0.548
O 0.723 0.941 2.038  -0.247
C 0.308 -0.074 4.068  -0.083
C -0.188 1.158 4.548  0.013
C -0.253 1.426 5.907  0.025
C 0.095 0.387 6.817  -0.168
C 0.422 -0.914 6.358  0.011
C 0.498 -1.126 4.996  0.002
N 0.094 0.689 8.195  -0.325
O -0.201 1.871 8.535  0.021
O 0.375 -0.192 9.044  0.031
H -0.488 1.921 3.839  0.126
H -0.549 2.420 6.255  0.120
H 0.626 -1.686 7.101  0.115
H 0.740 -2.114 4.622  0.120

=====

What is the formula in the first record? C17H20N4O2Pt